Here is an isolated molecule of C7H12 from the OMol25 dataset. Energies are from ωB97M-V/def2-TZVPD.

As for the net charge: 0. As for the LUMO energy (spin up / spin down): 0.48 / 0.63 eV.

Atoms and positions in Å:
C1 -2.12500 -0.80326 -0.03798
C2 -1.55217 0.59739 0.12338
C3 -0.63860 0.79432 1.24492
C4 1.49005 0.13667 0.02941
C5 2.54053 -0.93770 0.02329
C6 0.69527 0.44378 -1.05325
C7 -0.57127 1.02211 -0.93478
H1 -1.30888 -1.53375 -0.06813
H2 -2.77799 -1.04885 0.80838
H3 -2.69912 -0.89281 -0.96662
H4 -2.35742 1.34333 0.14114
H5 -0.48349 1.79715 1.62956
H6 -0.33345 -0.02952 1.88148
H7 1.53743 0.85618 0.83562
H8 2.61239 -1.41777 -0.95921
H9 2.29987 -1.72622 0.74867
H10 3.52827 -0.54690 0.29807
H11 1.05316 0.20268 -2.06045
H12 -0.90957 1.74318 -1.68349

Force components x, y, z for each atom (eV/Å):
C 0.0217 -0.0497 -0.0116
C 0.0610 0.0782 0.0424
C -0.1278 -0.0459 0.3196
C 0.0280 0.0272 -0.1134
C 0.0469 -0.0545 -0.0220
C -0.0230 -0.0016 0.1523
C 0.0418 0.0691 -0.2794
H -0.0966 0.0939 -0.0011
H 0.0869 0.0432 -0.1182
H 0.0807 0.0139 0.1380
H 0.1013 -0.0745 -0.0005
H -0.0021 -0.1374 -0.0958
H -0.0295 0.1042 -0.1039
H -0.0365 -0.0934 -0.1054
H -0.0265 0.0735 0.1459
H 0.0235 0.1086 -0.1014
H -0.1517 -0.0493 -0.0387
H -0.0269 0.0508 0.1300
H 0.0287 -0.1564 0.0632

Mulliken population analysis, charges in e, atoms 1 to 4: C -1.43; C 0.61; C -1.24; C -0.20



Here is a cluster of 2 separate species, H3OPS2 in total at a distorted geometry from the OMol25 dataset. Energies are from ωB97M-V/def2-TZVPD.

The SMILES is S=PS.O. As for the net charge: 0. As for the LUMO energy: -1.12 eV.

Atoms and positions in Å:
S1 0.75601 1.45914 -0.97027
P1 0.31026 0.00937 -2.12924
S2 -0.73140 -1.42247 -1.05772
H1 -0.84176 -0.86976 0.29224
O1 -0.02357 0.02849 1.36559
H2 0.75495 -0.15251 0.86263
H3 -0.22449 0.94775 1.63677

Force components x, y, z for each atom (eV/Å):
S 0.4794 0.8625 -0.5678
P -0.2739 -0.2651 0.2709
S -0.4517 -0.2077 0.7015
H 0.2313 -0.2345 -1.6408
O -1.9782 -0.4251 2.2998
H 0.9981 1.0246 -0.2606
H 0.9950 -0.7547 -0.8030

Mulliken population analysis, charges in e, atoms 1 to 4: S -0.32; P 0.28; S -0.33; H 0.37



Q: Which relative energy (zero: lowest compared OMol25 entry of this formula, charge and spin) values were calculated for the entries above? A: 87.4, 35.7, in kcal per mole.
Q: Which E_tot values were calculated for the entries above? A: -7449.642, -33055.171, in eV.